Below is the molecule C5H11N, with properties calculated with ωB97M-V/def2-TZVPD.

Each line ends with the Löwdin charge.
Atoms and positions in Å:
N (1.53631, 0.43112, 0.02965)  -0.05
C (1.44835, 1.80917, 0.44101)  -0.10
C (-2.02803, -0.72926, 0.42187)  -0.11
C (0.41597, -0.32875, -0.21640)  -0.39
C (-0.95487, 0.10728, -0.15259)  -0.27
C (0.55711, -1.66185, -0.65339)  0.01
H (-0.16524, -2.32147, -1.12456)  0.04
H (-1.25134, 0.16011, -1.23229)  0.14
H (0.78147, 1.78596, 1.27665)  0.08
H (-2.95633, -0.20820, 0.48181)  0.06
H (-0.95637, 1.12282, 0.19714)  0.09
H (-1.87723, -1.12578, 1.45473)  0.09
H (2.38079, 0.09485, -0.49933)  0.16
H (2.46070, 2.10575, 0.68155)  0.08
H (-2.04231, -1.58286, -0.26876)  0.07
H (1.52872, -2.12854, -0.52336)  0.03
H (1.12229, 2.46965, -0.31374)  0.07

Cartesian forces (eV/Å) of the 3 atoms listed first:
0.76 -0.97 -1.02
1.03 -1.32 0.22
0.41 -2.07 1.23

Output
Kohn-Sham gap   8.2 eV
HOMO energy   -7.3 eV
Multiplicity   1
Structure (SMILES)   C=C(CC)NC
Largest force on an atom   6.0 eV/A
LUMO energy   0.99 eV